No. 1
Density functional theory data (wB97M-V/def2-TZVPD) for a single C5H13NO molecule.

Geometry as XYZ:
```
20
Properties=species:S:1:pos:R:3:forces:R:3:lowdin_charge:R:1
H 1.910110 -0.729061 1.226845 -0.793 0.128 -0.228 0.08
H 1.618860 1.655684 0.212758 -0.028 -0.006 0.059 0.07
C 1.894940 -1.687112 -0.610896 -0.152 0.150 0.110 -0.19
C -0.180363 0.548425 -0.218356 -5.695 1.256 0.097 -0.33
H 0.055492 0.420285 -1.274635 0.137 -0.173 0.147 0.13
C -0.344888 -0.704184 0.521144 6.410 -1.396 0.045 -0.14
H 2.499401 -2.576143 -0.386426 -0.025 0.096 -0.087 0.06
H -0.660369 -0.601787 1.558001 -0.127 0.006 -0.113 0.11
H 0.425404 1.704168 1.516485 -0.023 -0.040 -0.042 0.08
H 0.181952 2.665143 0.054083 0.017 -0.117 -0.019 0.08
N 1.260850 -1.178527 0.585957 -2.280 -0.905 0.736 -0.14
C -1.931542 0.910475 -0.237174 2.164 1.288 -1.181 -0.21
H 1.154183 -1.993729 -1.359421 0.012 0.091 0.192 0.08
H -2.302273 1.347099 0.695379 0.456 -0.222 0.243 0.11
H -3.100414 -0.615190 0.074358 0.135 0.109 -0.322 0.09
H -1.975754 1.706475 -0.983164 -0.271 0.034 -0.013 0.10
C 0.550040 1.704764 0.430469 -0.039 -0.159 -0.043 -0.08
H 2.548250 -0.945159 -1.087590 0.025 -0.042 -0.170 0.06
H -0.820324 -1.516736 -0.026569 -0.106 0.245 0.197 0.11
O -2.783555 -0.114889 -0.691247 0.184 -0.343 0.393 -0.08
```
Positions in Å, forces in eV/Å.

As for the spin multiplicity: 1. As for the SMILES: CNC[C@H](C)CO. For the energy, the calculation gives -8931.0472 eV.


No. 2
Density functional theory data (wB97M-V/def2-TZVPD) for a single C6H10O molecule.

Geometry as XYZ:
```
17
Properties=species:S:1:pos:R:3:forces:R:3:lowdin_charge:R:1
H 1.962662 1.599351 -0.055022 -0.155 -0.056 -0.077 0.11
H -0.200671 2.666421 -0.091827 0.017 -0.152 -0.021 0.10
H 1.997843 -0.743617 -0.928823 -0.086 0.048 0.151 0.14
H -0.222243 -1.203589 -1.537109 0.030 -0.002 0.130 0.12
C -0.037142 -1.249633 -0.455347 0.010 -0.009 -0.043 -0.15
C -0.139333 1.578924 -0.115155 0.134 -0.078 0.000 -0.09
C -1.434179 0.808874 -0.132410 -0.009 -0.001 0.011 -0.20
C 1.257996 -0.502396 -0.147517 -0.195 0.066 -0.302 -0.39
H -2.130064 -1.230402 0.121045 0.136 0.081 0.030 0.11
H -1.869243 0.847706 -1.142965 0.069 0.005 0.129 0.12
H -2.159058 1.303402 0.525904 0.102 -0.066 -0.090 0.11
O 1.743938 -0.970441 1.110635 0.204 0.148 0.165 -0.04
C 1.056866 0.992498 -0.113708 -0.095 0.097 0.036 -0.06
H -1.008092 -0.679018 1.371036 -0.045 0.009 -0.127 0.12
C -1.220882 -0.643958 0.295662 -0.005 -0.009 0.030 -0.20
H 0.104998 -2.302468 -0.189128 -0.018 0.136 -0.045 0.12
H 2.296598 -0.271657 1.484728 -0.094 -0.218 0.022 0.09
```
Positions in Å, forces in eV/Å.

As for the spin multiplicity: 1. As for the SMILES: O[C@@H]1C=CCCC1. For the energy, the calculation gives -8431.2203 eV.


No. 3
Density functional theory data (wB97M-V/def2-TZVPD) for a single CH4N2O3S molecule.

Geometry as XYZ:
```
11
Properties=species:S:1:pos:R:3:forces:R:3:lowdin_charge:R:1
N -0.050006 -0.377363 0.585989 -0.354 -1.576 0.907 0.01
N 2.070406 0.278881 -0.300018 1.278 2.879 -2.273 0.16
H 2.486205 1.053704 -0.887400 -0.820 -1.581 0.951 0.16
H 0.206515 0.912673 -0.818505 -0.177 0.893 -0.848 0.11
H 0.017091 -1.181128 1.361251 0.612 2.505 -2.520 0.20
O -2.096101 -1.342080 -0.666874 0.271 0.707 0.548 -0.33
S -1.883827 -0.139209 0.120730 0.519 -3.064 -1.849 0.43
H 2.726698 -0.334837 0.062113 0.893 -1.396 1.143 0.09
C 0.773324 0.256854 -0.211327 -1.742 -1.333 2.233 -0.25
O -1.816429 1.047797 -0.662284 0.104 1.239 0.174 -0.31
O -2.433873 -0.175290 1.416323 -0.583 0.727 1.534 -0.29
```
Positions in Å, forces in eV/Å.

As for the spin multiplicity: 1. For the energy, the calculation gives -21058.8033 eV.


We obtain lowest unoccupied orbital energy values of 0.91 1.00 -0.04 eV for the records listed above, in that order.
We obtain maximum force values of 0.1276 0.0071 0.0755 hartree/bohr for the records listed above, in that order.